{
  "formula": "C8H14BBr15NO2",
  "method": "ωB97M-V with the def2-TZVPD basis set",
  "elements": ["C", "Br", "O", "Br", "H", "C", "Br", "H", "Br", "H", "C", "Br", "Br", "Br", "Br", "Br", "C", "H", "H", "H", "Br", "H", "N", "H", "H", "H", "Br", "Br", "B", "C", "Br", "H", "H", "H", "C", "C", "C", "Br", "O", "H", "Br"],
  "positions_angstrom": [[0.273043, -0.487052, 1.086104], [-3.291609, -5.628015, -5.374705], [1.334382, 1.061633, -0.658261], [-0.333955, -3.989830, 0.245825], [2.284026, 2.219572, 0.780122], [-1.476743, -5.598374, -6.074360], [-3.346764, -3.406694, -0.737559], [-0.762587, -0.325800, 1.630316], [-3.205383, 4.564357, -0.218555], [-0.597852, 0.027195, -1.140949], [-1.573818, -4.018998, -1.252849], [-3.237528, 1.342327, -0.172562], [-1.153302, 2.088051, 4.087281], [-2.554022, -0.755476, 3.506794], [3.495893, 4.470475, 2.028514], [2.798140, 5.075623, -1.058808], [3.689683, 0.505607, 0.281713], [3.815951, 0.486668, -0.899575], [0.965320, -0.986309, -0.959385], [3.878151, 6.523662, 0.662854], [-0.206819, -6.381346, -4.825897], [-3.365440, 2.981941, 1.704313], [4.029639, -0.859356, 0.828974], [3.213368, -1.358984, 1.242335], [-1.760857, 0.241863, 5.652384], [-1.674413, -5.063941, -1.564296], [-5.752856, 2.995435, 0.978512], [-0.883987, -3.034360, -2.782239], [2.170661, 1.040985, 0.592531], [-2.288141, 0.676294, 4.796659], [-3.977497, 1.372254, 5.464113], [-1.469995, -6.224940, -6.972354], [4.464377, 1.282970, 0.725836], [0.536614, -1.643676, 1.119972], [0.380563, -0.051524, -0.503488], [3.031595, 5.831366, 0.718483], [-3.826276, 2.972360, 0.711054], [1.483284, 6.870764, 1.272126], [1.339811, 0.409865, 1.633214], [4.497661, -1.415687, 0.070737], [-0.942317, -3.810905, -6.624922]],
  "atomic_forces_ev_per_a": [[1.1, 1.2, -0.9], [0.5, 0.0, -0.1], [-2.9, -2.3, 0.4], [-0.4, -0.1, -0.5], [0.1, 0.7, 0.7], [0.0, -0.1, -0.2], [0.4, -0.1, -0.1], [2.2, 0.0, -1.2], [-0.2, -0.4, 0.2], [1.6, 0.3, 1.4], [0.1, -0.3, -0.1], [-0.2, 0.5, 0.2], [-0.4, -0.5, 0.0], [-0.2, 0.4, 0.5], [-0.1, 0.6, -0.3], [0.0, 0.2, 0.5], [1.2, -0.1, -0.5], [-0.1, 0.3, 2.2], [-1.4, 1.5, 0.6], [-0.5, -0.3, 0.0], [-0.3, 0.2, -0.3], [-0.2, 0.0, -0.4], [0.3, -0.5, -0.9], [0.8, 0.7, -0.9], [-0.3, 0.2, -0.4], [0.0, 0.5, 0.1], [0.3, 0.0, -0.1], [-0.2, -0.2, 0.5], [-0.3, 1.1, -1.0], [0.3, -0.1, 0.1], [0.3, -0.1, -0.2], [0.0, 0.3, 0.4], [-1.3, -1.5, -1.0], [-0.4, 2.5, 0.3], [1.7, -1.7, -1.0], [0.4, -0.1, 0.0], [0.3, -0.1, 0.1], [0.2, -0.2, -0.1], [-1.8, -2.4, 0.2], [-1.0, 0.4, 1.4], [-0.1, -0.5, 0.2]],
  "energy_ha": -39153.47419,
  "total_charge": -1,
  "largest_force_ha_per_bohr": 0.071,
  "homo_ha": -0.13460,
  "gap_ha": 0.1785
}

---

{
  "formula": "C6H13Br2",
  "method": "ωB97M-V with the def2-TZVPD basis set",
  "elements": ["C", "H", "H", "H", "H", "H", "H", "H", "Br", "Br", "H", "H", "C", "C", "H", "H", "C", "C", "C", "H", "H"],
  "positions_angstrom": [[0.909628, 0.613431, -1.886385], [-1.703971, -0.110546, -1.300429], [2.446179, -0.770783, 1.161448], [1.973667, 0.849305, -1.765904], [0.361498, 1.560314, -1.869027], [1.459607, -0.024557, 2.446464], [0.107070, 2.184666, 0.298053], [1.061920, -1.663710, 1.796818], [-2.249157, -0.530629, 2.062715], [-4.500797, -0.199427, 1.185640], [-1.380733, -1.572309, -0.383154], [0.800431, 0.185330, -2.886427], [0.430995, -0.410669, -0.804554], [-0.982832, -0.921860, -1.167487], [-0.876036, -1.496269, -2.094185], [0.283926, 1.630864, 1.973755], [0.581334, 0.082866, 0.579728], [1.417346, -0.645281, 1.545860], [-0.073713, 1.339155, 0.979069], [1.106834, -1.274540, -0.913228], [-1.173195, 1.174650, 1.041229]],
  "atomic_forces_ev_per_a": [[0.1, -0.2, 0.3], [0.1, 0.0, -0.1], [-0.2, 0.0, 0.1], [-0.2, 0.0, 0.1], [-0.1, -0.2, 0.1], [0.2, -0.5, 0.2], [0.0, -0.2, 0.0], [0.1, 0.3, -0.1], [-2.2, -0.5, -0.1], [1.5, -0.2, 0.7], [0.1, 0.0, -0.2], [-0.1, 0.0, 0.1], [0.3, -0.1, -1.1], [0.3, -0.1, 0.1], [-0.3, 0.1, 0.1], [-0.3, 0.1, -0.1], [-0.4, 0.1, -0.2], [0.5, -0.1, 0.3], [-0.3, 0.6, 0.1], [-0.2, 0.1, 0.1], [0.9, 0.8, -0.3]],
  "energy_ha": -5384.34772,
  "relative_energy_kcal_mol": 35.25,
  "largest_force_ha_per_bohr": 0.043,
  "s_squared": 0.756,
  "homo_ha": [-0.25255, -0.37174],
  "spin_multiplicity": 2,
  "gap_ha": [0.1689, 0.2919]
}